Record 1
74
Properties=species:S:1:pos:R:3 method="wB97M-V/def2-TZVPD" total_charge=-1 lumo_ha=0.102 homo_energy_ev=-3.2 gap_ev=5.972
C -1.3448 0.9840 6.3851
C 4.3525 0.1916 -3.7549
H 1.7785 -2.7877 -1.1171
C -1.1655 -2.7569 -3.0507
H 2.3375 3.4656 -3.6309
H 0.3877 -1.0779 -4.4873
H 1.1745 -1.3126 -2.9353
H -1.0897 4.3183 2.5059
C -0.0587 3.9754 2.3900
C -1.0167 -1.2481 -2.8231
H 4.9164 -0.7325 -3.7968
H 2.2837 1.4731 -0.4653
C 3.5765 0.4864 -2.6465
H -3.0990 3.6051 1.4654
C -2.1348 -0.5247 -3.5761
C 1.6211 -2.2933 -0.1529
H -0.6538 -1.8925 2.6311
C -1.7064 1.5283 4.0692
H 2.0827 -2.6352 1.9493
H 0.2991 -1.1608 4.3496
C 0.1521 3.1670 1.1090
H -0.3276 -4.4109 2.2252
H -2.0654 0.5527 -3.4092
C -0.3455 -0.3402 4.6387
C 2.0114 1.9819 -1.3955
H -2.1106 -3.1234 -2.6416
H -2.5379 2.6334 5.7053
H -3.7098 2.1041 2.1590
C -2.6635 1.8324 0.2585
H -0.2951 -4.4537 -0.3007
H -2.1607 2.1724 3.3296
H -2.6342 2.3228 -0.7195
H 1.2059 2.9002 1.0093
Ge -0.7950 1.5010 0.7138
H 0.4827 0.2668 -3.3606
C 2.9078 2.5430 -3.6514
C -0.7394 0.1345 2.1887
C -3.5393 2.6349 1.2205
H -0.0750 -0.7140 6.7282
H -1.9354 -3.8439 -0.3398
H -0.3563 -3.3109 -2.5662
C -1.1145 -0.8879 -1.3288
H 0.1949 3.4081 3.2828
H 1.6529 2.9932 -1.2626
H 3.7229 2.9485 -5.5950
C 2.8247 1.6783 -2.5377
Pd 0.4408 0.4686 -1.0023
C -0.9295 0.4525 3.6432
H -1.5049 1.1858 7.4369
H -2.0999 -0.5443 -1.0238
H 3.5472 -0.2234 -1.8256
H -1.9404 -3.7197 2.2043
H 0.5765 4.8666 2.3808
C -1.9214 1.7908 5.4158
Cl 5.4031 0.7169 -6.2213
H -0.0581 3.7949 0.2367
C 2.1527 -3.1615 0.9937
C 0.3298 -0.8154 -3.4263
H 3.2012 -3.4373 0.8495
Ge -0.3164 -1.9221 0.0574
H -1.1386 -2.9910 -4.1214
C -0.6001 -1.1482 1.8339
C 3.6825 2.2563 -4.7626
H -2.0743 -0.7135 -4.6532
H -4.5227 2.8305 0.7830
H -1.6845 -5.3587 1.6271
C -0.5480 -0.0824 5.9854
H -3.1135 -0.8621 -3.2238
C 4.4101 1.0794 -4.8152
H -3.0928 0.8441 0.0819
C -1.0026 -3.8063 0.2304
H 1.5855 -4.0890 1.0934
C -1.2505 -4.3533 1.6420
H 2.1780 -1.3542 -0.1890

---

Record 2
86
Properties=species:S:1:pos:R:3 method="wB97M-V/def2-TZVPD" total_charge=+1 lumo_ha=-0.152 homo_energy_ev=-12.6 gap_ev=8.501
C -4.7687 1.5507 -0.6366
H 0.7140 5.8910 3.3209
O -0.8761 -3.8018 -1.0223
O 1.2750 1.5814 -3.1442
O -1.6957 2.3730 0.9260
C -1.4392 -2.6779 -1.6731
H -2.8727 2.2714 -3.4622
C 2.2687 7.3018 3.1495
C 1.8013 5.9324 3.2875
H -2.3066 -7.3561 -3.9337
F 2.4355 -0.5075 3.8048
N 1.8335 -5.8975 4.5795
H 1.5905 -2.9142 5.5992
P -0.1768 1.0690 -3.4964
H 3.6913 -3.7982 -1.1976
H -5.9219 3.3498 -1.0867
C 0.9767 2.0797 0.2828
C 2.0388 -3.3094 4.6889
H 3.0818 -2.9984 4.6703
H 2.1342 5.3227 2.4518
H 2.1809 5.4810 4.2031
C 2.5050 -2.5646 -2.4073
F 0.5879 3.3088 2.2156
H -6.1848 2.6695 0.5287
N 1.9512 -1.5774 -2.5878
C -5.6909 0.3405 -0.3467
F 1.2611 -1.1860 2.1071
N -0.2563 -4.9658 -4.1286
S -0.7897 2.5617 -0.1529
O -0.7958 1.8695 -4.5306
C 1.3384 2.2711 1.7907
H 5.9715 8.1877 2.5763
C -0.6816 -6.0294 -4.0719
H -1.1409 -2.6552 -2.7102
N -1.6020 -6.6272 -0.2785
O -0.1105 -0.4310 -3.9447
H -0.9448 -7.9539 -4.8790
F 1.1984 0.8385 -0.1830
C -0.9719 -1.3825 -0.9716
H -0.7810 -1.6325 0.0611
P -1.5538 1.2805 -1.7695
N 8.0252 8.0066 4.9692
F 2.6076 2.6587 1.8862
C 1.9858 -0.1744 2.5875
F 3.0374 0.0424 1.8099
C -4.3424 1.5375 -2.1008
H -1.2852 -3.8173 -0.1558
H -0.8448 -7.8990 -3.1196
H 1.5372 -2.8572 3.8489
H -5.0843 2.0717 -2.6816
C -5.4533 2.8761 -0.2352
H -6.4306 0.5624 0.4045
C -2.0440 -0.2751 -0.9828
F 1.2895 1.5763 3.9784
H 6.0786 9.8092 3.2478
H -0.0531 -1.0939 -1.4463
H -6.1292 -0.0107 -1.2728
H 3.9268 -4.0096 -2.9338
C 6.0099 8.7540 3.5050
C 7.1361 8.3379 4.3255
C 0.8662 -7.0732 -0.9569
H -3.9237 1.4444 0.0365
O -0.7204 3.8592 -0.7150
H 1.0230 -6.8446 -2.0123
C 1.9236 -4.7566 4.6343
H -2.2753 -0.0231 0.0458
C 3.1843 -3.8163 -2.1612
H -2.5226 -2.7431 -1.5738
H 2.4700 -4.6391 -2.1583
C -1.2206 -7.3772 -3.9980
H -2.9606 -0.6649 -1.4075
H -3.0130 3.2141 -2.0174
C 1.0591 1.0932 2.7531
H -4.7188 3.5375 0.2083
H 0.7552 -0.8600 -3.6992
F -0.2182 0.7158 2.7079
H 1.5447 -6.4616 -0.3694
C -2.9954 2.1928 -2.3868
C -0.5120 -6.8225 -0.5745
H 5.0666 8.6024 4.0243
H -4.3912 0.5169 -2.4620
H -5.0650 -0.4596 0.0358
H 1.8873 0.8318 -3.0583
F 1.7470 2.9066 -0.4102
H 1.1318 -8.1154 -0.7910
N 2.6371 8.3819 3.0431

---

Record 3
57
Properties=species:S:1:pos:R:3 method="wB97M-V/def2-TZVPD" total_charge=-2 lumo_ha="0.123 / 0.123" homo_energy_ev="0.5 / -1.5" gap_ev="2.889 / 4.862" s2=0.7652 spin_multiplicity=2
O 1.2380 -4.2104 0.1605
C 4.3721 3.5601 1.5982
S -0.9794 1.5148 2.4465
C 6.0862 4.2175 0.0624
S -1.9590 2.6618 0.5810
H -6.8770 -3.4487 2.6648
H 0.0056 3.5730 -2.9573
O 1.9550 1.6063 0.4507
O 3.9388 -1.3696 -0.8392
C -4.6125 -3.0634 -0.4192
N -3.3175 -1.2689 0.7444
O 0.0201 1.4550 -2.5796
H 0.6949 3.0341 -1.4671
N 1.3281 -1.6027 -0.2907
H 6.3073 2.9949 -1.6768
Y -0.0859 0.0000 -0.6509
C 5.4046 4.3825 1.1649
H -0.6644 -2.8334 -1.8931
O -3.3044 2.6625 1.1430
S 2.6889 -1.8999 -1.3664
H -1.6600 -3.1756 -3.3321
H -7.0707 -5.0317 0.8073
C -4.4473 -2.2490 0.6665
H -5.0992 -1.6225 2.6163
O -1.2553 3.8518 0.1583
O -0.0797 2.5154 2.9791
F 2.1543 -0.6934 -2.3067
F -2.3219 1.9726 -0.7967
H 4.2685 1.6817 -1.2388
H 1.5481 2.5787 -3.0215
O 3.0614 1.0929 2.2782
O -3.0948 -0.6386 1.7227
H 0.1007 -2.7930 -3.4562
C 5.6771 3.1767 -0.8188
H -3.8286 -3.0598 -1.1621
C 3.9322 2.6418 0.7429
O -2.0486 1.1101 3.2933
H -5.7204 -4.7819 -1.2157
C -5.2712 -2.3202 1.8100
C 4.5914 2.3947 -0.4947
C -5.5177 -4.1564 -0.3589
F -0.0542 0.2004 2.4582
N 2.8954 1.6825 1.2149
O 2.8001 -2.7227 1.4940
H 7.0486 4.6356 -0.1934
C -6.3583 -4.2228 0.7390
H 5.6897 5.1482 1.8713
C 0.5992 2.7701 -2.5203
O -0.8631 -1.1732 -2.9261
F 0.4012 -2.5859 1.7060
N -1.0545 1.3939 0.6654
C -6.2398 -3.3378 1.7998
H 3.9972 3.5482 2.6109
S 1.6879 -2.8943 0.6016
O -2.5209 -1.2037 -0.1455
O 2.6490 -3.1175 -2.1846
C -0.8353 -2.5807 -2.9395

---

Number 1: energy -158751.664 eV. Number 2: energy -100592.609 eV. Number 3: energy -104647.023 eV.